Record 1
# C8H15BClF3N4O6S2

2 unconnected molecules or ions with the total composition C8H15BClF3N4O6S2 in a non-equilibrium geometry (the ωB97M-V functional and the def2-TZVPD basis, the Open Molecules 2025 dataset).

XYZ file:
```
40
Properties=species:S:1:pos:R:3:forces:R:3:mulliken_charge:R:1
C -0.136 -0.611 3.731 -0.155 0.236 0.218 -1.255
N -0.845 -0.313 2.467 -0.265 -0.644 0.207 0.183
C -2.136 0.395 2.742 0.241 0.476 -0.021 -1.046
B -1.114 -1.532 1.773 -0.352 -0.535 0.069 0.317
O -1.669 -2.654 2.299 0.693 0.364 0.374 -0.666
N -0.777 -1.602 0.226 0.729 0.787 0.052 0.193
C 0.563 -1.564 -0.094 0.315 0.119 -0.352 -0.089
N 1.311 -0.480 -0.485 -1.217 0.056 0.074 -0.129
C 1.083 0.856 0.078 0.339 0.154 -0.240 -0.125
C 1.712 1.064 1.444 -0.303 -0.202 -0.350 0.270
O 1.447 1.952 2.159 -0.073 0.428 0.313 -0.437
Cl 2.938 -0.140 1.906 0.241 -0.274 0.064 -0.192
N 1.255 -2.695 -0.046 -0.035 0.075 0.032 -0.091
S 0.649 -4.276 0.223 -0.110 0.045 -0.188 -0.066
S -1.892 -0.709 -0.728 -0.635 -0.225 -0.074 1.071
O -2.088 0.596 -0.186 0.137 -0.218 -0.150 -0.561
O -2.985 -1.597 -0.944 0.354 0.161 0.241 -0.667
C -1.037 -0.523 -2.384 -0.127 -0.331 0.589 0.615
F -0.303 -1.613 -2.637 0.017 -0.226 -0.126 -0.241
F -0.256 0.521 -2.338 -0.017 0.470 -0.465 -0.102
F -1.981 -0.396 -3.267 -0.171 0.108 -0.345 -0.191
H 0.784 -1.169 3.539 -0.026 0.087 -0.015 0.441
H -0.760 -1.183 4.428 0.045 0.023 -0.063 0.417
H 0.133 0.335 4.209 0.076 -0.115 -0.092 0.351
H -2.048 1.445 2.456 -0.075 -0.115 0.008 0.271
H -2.978 -0.046 2.202 0.056 0.085 0.007 0.431
H -2.360 0.337 3.810 -0.002 -0.078 -0.106 0.364
H -1.113 -3.431 2.416 -0.406 -0.229 -0.361 0.277
H 1.530 -0.453 -1.474 0.669 -0.266 0.149 0.352
H 1.591 1.559 -0.595 -0.105 -0.019 0.070 0.747
H 0.039 1.162 0.145 0.100 -0.100 0.082 0.052
H 2.248 -2.602 -0.236 -0.017 0.091 0.149 0.293
H 1.092 -4.337 1.486 0.080 -0.089 0.107 0.169
C 0.711 2.909 -4.121 -0.144 0.021 -0.061 -0.091
C 1.747 4.058 -3.972 -0.054 -0.012 0.038 0.482
O 1.336 5.211 -4.190 0.027 -0.045 -0.008 -0.708
O 2.884 3.667 -3.618 0.078 -0.113 0.144 -0.743
H -0.279 3.270 -4.404 0.025 0.041 0.009 0.320
H 1.059 2.186 -4.863 0.043 -0.018 0.042 0.245
H 0.646 2.404 -3.155 0.022 0.025 -0.020 -0.462
```
Positions in Å, forces in eV/Å.

Computed properties:
maximum force: 1.22 eV Å⁻¹
electronic energy: -69803.1922 eV

---

Record 2
# C8H15BF2IrN2O6P2

A molecular structure, C8H15BF2IrN2O6P2 (the ωB97M-V functional and the def2-TZVPD basis, the Open Molecules 2025 dataset).

XYZ file:
```
37
Properties=species:S:1:pos:R:3:forces:R:3:mulliken_spin:R:1
Ir 1.467 -0.125 -0.818 -0.661 -0.119 -0.259 3.332
N 0.798 3.326 2.044 -0.034 -0.050 0.029 -0.001
C 0.246 2.194 1.201 -0.115 -0.056 -0.139 0.026
C -1.289 2.226 1.308 0.032 0.086 0.039 0.001
P 0.816 0.580 1.881 0.118 -0.170 0.289 -0.024
O 2.394 0.625 1.462 -0.089 0.126 -0.041 0.075
O 0.572 0.500 3.315 -0.084 0.024 -0.108 0.029
O 0.286 -0.482 0.872 0.297 0.137 -0.050 0.175
P 0.680 2.603 -0.552 0.008 0.370 -0.189 -0.064
O 2.277 2.289 -0.615 -0.076 -0.061 0.184 0.053
O 0.357 4.010 -0.783 -0.058 -0.221 0.036 0.029
O 0.128 1.417 -1.386 0.236 -0.054 0.184 0.172
H 0.305 3.380 2.942 0.031 -0.037 -0.009 0.000
H 0.663 4.206 1.524 -0.036 0.048 0.039 0.000
H 1.796 3.218 2.248 -0.010 0.014 -0.066 0.000
H -1.601 2.062 2.341 0.014 -0.008 0.013 0.001
H -1.716 1.434 0.697 0.032 -0.018 -0.013 -0.001
H -1.685 3.178 0.953 0.031 0.014 -0.003 0.001
H 2.990 0.161 2.067 0.105 -0.116 0.117 0.000
H 2.802 2.927 -1.118 0.086 0.059 -0.138 0.006
F 2.776 -1.894 -2.905 -0.105 -0.157 -0.131 0.036
B 3.048 -1.081 -1.912 0.218 0.377 0.388 0.077
F 4.280 -0.786 -1.589 0.089 -0.151 -0.100 0.036
N -0.596 -1.429 -2.594 -0.205 -0.147 -0.122 0.321
C -1.194 -2.108 -1.604 0.059 0.086 -0.055 0.196
C -0.670 -3.377 -1.206 0.025 0.059 -0.090 0.097
C -1.263 -4.045 -0.182 -0.152 -0.022 0.173 0.012
C -2.385 -3.482 0.471 0.024 0.003 -0.054 0.280
C -2.911 -2.231 0.076 -0.003 -0.136 0.103 0.020
C -2.330 -1.542 -0.941 0.091 0.033 -0.084 0.115
H -1.035 -0.596 -2.969 0.054 0.041 0.021 -0.009
H 0.057 -1.908 -3.205 0.063 0.046 0.025 -0.003
H 0.178 -3.796 -1.736 -0.009 0.028 -0.004 0.003
H -0.888 -5.010 0.131 -0.022 0.005 0.011 0.004
H -2.857 -4.026 1.279 0.010 0.008 -0.002 0.006
H -3.781 -1.832 0.579 0.006 -0.024 0.009 0.003
H -2.718 -0.587 -1.276 0.030 -0.021 -0.001 -0.001
```
Positions in Å, forces in eV/Å.

Computed properties:
total charge: +2
maximum force: 0.72 eV Å⁻¹
multiplicity: 6
energy above the lowest of the compared OMol25 structures with the same formula, charge and spin: 0.8324 eV
electronic energy: -51320.6436 eV

---

Record 3
# C8H15ClN5

2 unconnected molecules or ions with the total composition C8H15ClN5 in a non-equilibrium geometry (the ωB97M-V functional and the def2-TZVPD basis, the Open Molecules 2025 dataset).

XYZ file:
```
29
Properties=species:S:1:pos:R:3:forces:R:3:mulliken_charge:R:1
C -1.700 -0.432 -1.506 0.599 -0.161 1.926 0.661
C -2.090 -1.728 0.413 2.198 -0.575 -0.145 0.367
C 2.924 1.470 -0.086 -0.781 0.057 3.447 -0.733
C 1.751 2.485 -0.026 3.158 1.627 -0.569 -0.555
C 2.516 0.626 1.171 1.478 -0.889 0.839 -0.785
C 0.556 1.689 0.441 -0.566 0.237 -0.805 -0.132
C 1.072 0.623 1.350 -0.784 0.355 -2.344 -0.342
C 0.116 -1.254 -0.396 -1.012 1.917 -0.604 0.160
N -0.444 -0.640 -1.549 -0.134 -0.639 1.482 -0.583
N -2.505 -0.655 -0.264 1.076 1.011 -1.965 -0.216
N -0.794 -1.975 0.413 0.583 0.421 -0.955 -0.100
N -2.409 -0.066 -2.548 1.763 -0.620 -0.743 -0.412
N -2.845 -2.624 1.062 -2.282 1.464 1.989 -0.520
Cl 1.572 -1.958 -0.754 1.567 -1.250 0.106 -0.148
H 2.921 0.841 -0.896 -0.486 -1.500 -2.230 0.329
H 3.985 1.712 0.041 -0.438 0.990 -0.032 0.358
H 2.120 3.158 0.848 -1.078 -0.486 -1.628 0.242
H 1.703 3.061 -1.025 -0.458 -0.694 1.837 0.342
H 2.862 -0.395 1.059 0.386 -0.463 0.205 0.407
H 2.961 0.977 2.147 -0.039 -0.073 -0.880 0.367
H -0.096 2.407 0.840 -1.273 0.786 1.290 0.432
H -0.043 1.309 -0.396 0.369 -0.144 -0.101 -0.170
H 0.515 0.072 2.082 -0.047 0.117 0.367 0.482
H -3.459 -0.531 -0.500 -1.146 -0.405 0.569 0.306
H -0.420 -2.732 0.969 -0.071 0.010 0.034 0.274
H -1.943 0.046 -3.411 0.667 0.065 -0.785 0.244
H -3.297 0.251 -2.530 -3.323 1.142 0.378 0.136
H -3.148 -2.243 2.002 0.014 -1.170 -1.405 0.319
H -2.378 -3.495 1.049 0.061 -1.129 0.723 0.270
```
Positions in Å, forces in eV/Å.

Computed properties:
total charge: +1
maximum force: 3.60 eV Å⁻¹
energy above the lowest of the compared OMol25 structures with the same formula, charge and spin: 1.8729 eV
electronic energy: -28502.5514 eV

---

Record 4
# C8H15ClSi

A molecular structure, C8H15ClSi in a non-equilibrium geometry (the ωB97M-V functional and the def2-TZVPD basis, the Open Molecules 2025 dataset).

XYZ file:
```
25
Properties=species:S:1:pos:R:3:forces:R:3:mulliken_charge:R:1
C -2.514 0.729 -1.911 0.214 -0.335 -0.948 0.036
C -1.615 0.490 -1.161 -0.108 0.556 1.135 -1.401
C -0.161 -2.280 -0.536 -2.610 0.587 1.563 -1.477
C -2.138 -1.546 0.830 -0.464 -0.935 -1.667 -1.656
C 1.900 0.646 1.211 3.496 -0.377 -3.313 -1.008
C 0.665 2.935 -0.835 4.477 -2.641 -3.399 -1.153
C -0.740 -1.145 0.418 -0.066 -1.204 -0.856 0.539
C -0.661 0.247 -0.150 -0.295 0.605 -0.189 0.645
Si 1.031 1.085 -0.454 0.079 0.634 1.464 0.532
Cl -1.226 1.639 1.575 0.319 -1.369 -1.669 -0.237
H -3.058 0.796 -2.803 -0.795 0.318 -0.383 0.484
H -0.692 -2.103 -1.430 -0.094 -0.274 -1.542 0.388
H 0.839 -2.087 -0.566 2.879 0.146 -0.837 0.428
H -0.337 -3.330 -0.196 -0.075 1.103 0.130 0.357
H -2.589 -0.788 1.382 -1.325 1.731 0.238 0.433
H -2.124 -2.282 1.550 0.694 -2.065 1.717 0.551
H -2.817 -2.073 0.049 1.251 1.635 0.729 0.273
H 2.860 1.262 1.376 -1.317 -0.980 -0.360 0.320
H 1.269 0.855 1.989 -1.549 -0.019 2.097 0.401
H 2.227 -0.455 1.048 -0.602 1.715 0.787 0.232
H -0.230 3.087 -1.298 -2.520 0.085 -1.542 0.422
H 0.605 3.413 0.043 0.317 2.045 3.280 0.390
H 1.517 3.319 -1.567 -1.682 -0.478 1.761 0.249
H 0.025 -1.026 1.133 0.096 -0.662 2.079 0.425
H 1.820 0.326 -1.460 -0.320 0.179 -0.276 -0.172
```
Positions in Å, forces in eV/Å.

Computed properties:
maximum force: 6.21 eV Å⁻¹
energy above the lowest of the compared OMol25 structures with the same formula, charge and spin: 2.5779 eV
electronic energy: -28935.6931 eV